(1)
The following is a quantum chemistry calculation of a single C5H10INO2S molecule, from the Open Molecules 2025 dataset.

Cartesian coordinates (Å):
C: 0.77962 -1.67917 0.08307
C: -1.87200 0.16361 -0.19878
C: -0.34675 0.80193 1.64677
C: 0.77680 -0.28981 -0.50125
C: -0.54081 0.70987 0.15829
N: 0.75246 -0.16530 -1.87312
O: 1.41593 -2.42518 -0.86530
O: 0.33373 -1.99953 1.14351
S: -0.51389 2.40088 -0.63740
I: 2.82056 0.52708 0.33408
H: -1.83868 -0.95367 0.19142
H: -2.59147 0.64696 0.30736
H: -2.21325 0.11012 -1.15901
H: 0.56586 1.26457 2.06953
H: -1.31087 1.22051 2.19761
H: -0.13237 -0.13341 2.08036
H: 0.45915 0.70286 -2.25969
H: 1.68532 -3.25588 -0.49618
H: 1.33207 -0.68268 -2.49505
H: 0.43859 3.03624 0.27376

- electronic energy (eV) = -29867.15764
- HOMO (eV) = -8.98
- SMILES string = CC(C)(S)[C@@](N)(I)C(=O)O
- charge = 0
- energy relative to the best compared isomer or geometry (same formula, charge and spin) (kJ/mol) = 0.0

These are the natural (NBO) partial charges, in e, on atoms 1 to 5: C 0.73; C -0.65; C -0.69; C 0.10; C -0.08

=====

(2)
The following is a quantum chemistry calculation of C5H10IrMgO3 as an isolated structure, from the Open Molecules 2025 dataset.

Cartesian coordinates (Å):
O: 0.00166 -1.39352 -0.93298
C: -0.79196 -0.44253 -1.58006
C: -1.84945 0.17972 -0.67845
O: -1.21259 0.44740 0.57180
C: -1.32350 1.71802 1.17754
Ir: -0.01007 -1.04082 1.02128
H: -1.29184 -0.84721 -2.47674
H: -0.11317 0.37503 -1.88569
H: -2.69103 -0.50470 -0.49642
H: -2.26176 1.10372 -1.10728
H: -1.00474 1.57237 2.21639
H: -0.63825 2.42226 0.68458
H: -2.35384 2.07284 1.03078
C: 1.96412 -1.85542 0.93107
C: 2.13281 -0.88646 -0.14137
O: 2.18763 0.32619 0.33949
Mg: 2.32198 2.29157 0.00174
H: 2.46608 -1.60101 1.87449
H: 1.91231 -2.89926 0.59785
H: 2.55560 -1.03818 -1.14802

- electronic energy (eV) = -19760.65038
- HOMO (spin up / spin down) (eV) = -10.99 / -12.31
- charge = +1
- energy relative to the best compared isomer or geometry (same formula, charge and spin) (kJ/mol) = 69.7
- multiplicity = 5
- <S²> = 6.0155

These are the natural (NBO) partial charges, in e, on atoms 1 to 5: O -0.76; C -0.10; C -0.11; O -0.56; C -0.24

=====

(3)
The following is a quantum chemistry calculation of C5H10LuO5 as an isolated structure, from the Open Molecules 2025 dataset.

Cartesian coordinates (Å):
C: -0.61662 -0.93368 1.17084
C: -0.89104 -1.76888 -0.02982
O: -1.20875 -0.91178 -1.16851
C: -1.53105 -1.48892 -2.29425
O: -1.57533 -2.75228 -2.41986
O: -1.83049 -0.75839 -3.28942
O: -0.45065 -1.71722 2.28310
Lu: -2.19665 -2.54590 -4.72397
H: -1.33522 -0.11726 1.32037
H: -1.75391 -2.42556 0.13449
H: -0.01336 -2.37529 -0.28733
H: -0.70247 -1.22805 3.09644
H: 0.62902 0.29814 1.10976
C: 1.72012 1.27634 1.15203
C: 1.53576 2.69416 0.70262
O: 1.41941 2.72596 -0.71788
H: 2.00581 1.21122 2.20719
H: 2.49717 0.74505 0.59042
H: 2.39960 3.31070 1.00733
H: 0.63972 3.13497 1.17015
H: 1.25893 3.62668 -1.01369

- electronic energy (eV) = -49184.39264
- HOMO (spin up / spin down) (eV) = -14.81 / -16.07
- charge = +2
- multiplicity = 2
- <S²> = 0.7506

These are the natural (NBO) partial charges, in e, on atoms 1 to 5: C 0.38; C -0.18; O -0.46; C 0.99; O -0.83

=====

(4)
The following is a quantum chemistry calculation of an isolated ion of composition C5H10N and charge +1, from the Open Molecules 2025 dataset.

Cartesian coordinates (Å):
C: -1.47324 -1.07540 0.80013
C: -0.80456 0.03886 0.56815
C: 0.24833 -1.01687 0.89228
C: 0.57411 1.94109 -0.43024
C: -0.81062 1.35402 -0.16102
N: 0.79313 -1.75627 -0.33185
H: -2.10356 -1.79589 1.24742
H: 0.72871 -1.22949 1.76213
H: 1.09119 2.42290 0.33550
H: 0.48136 2.58403 -1.23946
H: 1.21295 1.20042 -0.65516
H: -1.37818 1.19119 -1.20565
H: -1.31947 2.22818 0.28511
H: 1.74905 -1.61970 -0.67913
H: 0.24586 -1.66199 -1.12898
H: 0.76493 -2.80508 -0.05925

- electronic energy (eV) = -6826.66500
- HOMO (eV) = -14.34
- SMILES string = CCC1=C[C@H]1[NH3+]
- charge = +1
- energy relative to the best compared isomer or geometry (same formula, charge and spin) (kJ/mol) = 341.3

These are the natural (NBO) partial charges, in e, on atoms 1 to 5: C -0.14; C 0.07; C -0.16; C -0.59; C -0.47

=====

(5)
The following is a quantum chemistry calculation of a 2-piece molecular cluster, C5H10N overall, from the Open Molecules 2025 dataset.

Cartesian coordinates (Å):
C: -2.91690 0.39962 -0.54727
C: -3.35797 -0.57260 0.15654
C: -0.52741 0.46810 0.13165
C: 0.55945 1.13948 0.38244
C: 2.30863 -0.58540 -0.71547
N: 1.94826 0.22243 0.56146
H: -2.72843 -0.98023 0.82005
H: -4.14345 -1.24908 0.05015
H: -0.69704 -0.53186 0.29046
H: -2.73211 1.33638 -1.04809
H: 0.60486 2.20984 0.56387
H: 1.43471 -1.04164 -1.12499
H: 2.79892 0.11722 -1.42364
H: 2.94112 -1.25693 -0.34697
H: 2.73053 0.76546 0.90120
H: 1.77684 -0.44079 1.34862

- electronic energy (eV) = -6823.54008
- HOMO (spin up / spin down) (eV) = -12.62 / -12.61
- charge = +1
- energy relative to the best compared isomer or geometry (same formula, charge and spin) (kJ/mol) = 642.8

These are the natural (NBO) partial charges, in e, on atoms 1 to 5: C 0.13; C -0.46; C -0.30; C -0.16; C -0.37

=====

(6)
The following is a quantum chemistry calculation of an isolated ion of composition C5H10N and charge +1, from the Open Molecules 2025 dataset.

Cartesian coordinates (Å):
C: -1.63754 -0.46824 -0.05671
C: -1.09971 -0.42030 1.11065
C: -0.75865 -0.02098 -1.21453
C: -0.67602 -0.39084 2.43226
C: 1.64538 0.54015 -1.40728
N: 0.53491 -0.07210 -0.57431
H: -2.65519 -0.80546 -0.19233
H: -0.65205 -0.60468 -2.22455
H: -1.07742 0.98122 -1.39038
H: -1.64167 -0.39299 2.92170
H: -0.26178 0.57213 2.65021
H: 0.06435 -1.26040 2.62243
H: 1.83159 0.18686 -2.39646
H: 1.50785 1.56319 -1.50197
H: 2.61661 0.53242 -0.97205
H: 0.75236 -0.93391 -0.08577

- electronic energy (eV) = -6826.47722
- HOMO (eV) = -13.88
- charge = +1
- energy relative to the best compared isomer or geometry (same formula, charge and spin) (kJ/mol) = 359.4

These are the natural (NBO) partial charges, in e, on atoms 1 to 5: C -0.29; C 0.52; C -0.21; C -0.77; C -0.44

=====

(7)
The following is a quantum chemistry calculation of an isolated ion of composition C5H10N and charge +1, from the Open Molecules 2025 dataset.

Cartesian coordinates (Å):
C: -0.24578 -1.64321 -1.74963
C: -0.26953 -1.13753 -0.47794
C: 0.09002 0.83548 1.05416
C: 0.11901 0.28185 -0.15972
C: 0.52717 1.23499 -1.29891
N: -0.25443 -0.00340 2.25636
H: -0.45526 -1.07742 -2.59784
H: -0.35518 -2.68518 -2.01482
H: -0.35239 -1.67339 0.46720
H: 0.40541 1.83901 1.25048
H: 1.28040 0.84866 -1.99153
H: 0.95508 2.07275 -0.81164
H: -0.52157 1.50314 -1.64027
H: 0.02844 0.33352 3.18032
H: -0.09828 -0.99692 2.01321
H: -1.27973 -0.13615 2.37374

- electronic energy (eV) = -6828.34900
- HOMO (eV) = -13.56
- SMILES string = C=C/C(C)=C\[NH3+]
- charge = +1
- energy relative to the best compared isomer or geometry (same formula, charge and spin) (kJ/mol) = 178.8

These are the natural (NBO) partial charges, in e, on atoms 1 to 5: C -0.25; C -0.26; C -0.13; C 0.06; C -0.64

=====

(8)
The following is a quantum chemistry calculation of an isolated ion of composition C5H10N and charge +1, from the Open Molecules 2025 dataset.

Cartesian coordinates (Å):
C: 0.23935 -0.95292 1.72317
C: 0.21685 0.41611 1.00515
C: 0.46346 0.31454 -0.45580
C: 1.64257 0.14151 -1.04483
C: -1.89843 0.40708 -1.14944
N: -0.64881 0.29257 -1.35933
H: 1.21504 -1.33186 2.00231
H: -0.39026 -0.97205 2.61525
H: -0.29851 -1.65740 1.08161
H: -0.72102 0.91912 1.23608
H: 1.02532 1.02892 1.40512
H: 2.54166 0.06155 -0.44445
H: 1.87602 0.07542 -2.10096
H: -2.54127 0.52917 -2.01206
H: -2.35988 0.44925 -0.17425
H: -0.36208 0.27897 -2.32758

- electronic energy (eV) = -6829.19103
- HOMO (eV) = -14.65
- SMILES string = C=[NH+]C(=C)CC
- charge = +1
- energy relative to the best compared isomer or geometry (same formula, charge and spin) (kJ/mol) = 97.5

These are the natural (NBO) partial charges, in e, on atoms 1 to 5: C -0.60; C -0.47; C 0.12; C -0.30; C 0.10

=====

(9)
The following is a quantum chemistry calculation of an isolated ion of composition C5H10N and charge +1, from the Open Molecules 2025 dataset.

Cartesian coordinates (Å):
C: 0.01329 -0.99223 1.06804
C: -1.05512 -0.65431 -0.00609
C: 1.06238 -0.66987 -0.02527
C: -1.74488 0.56675 -0.05936
C: 1.72921 0.61291 -0.03953
N: -0.01920 -0.81706 -1.16443
H: 0.22753 -0.31270 1.95003
H: 0.18244 -2.03222 1.45238
H: -1.09810 1.55170 0.26760
H: -2.62504 0.69897 0.71101
H: -2.28878 0.82370 -0.94710
H: 2.44979 0.59438 0.68359
H: 1.02151 1.35333 0.42428
H: 2.27942 0.93737 -0.87928
H: 0.05965 -1.73098 -1.62539
H: -0.19411 0.07025 -1.81045

- electronic energy (eV) = -6825.29813
- HOMO (spin up / spin down) (eV) = -13.81 / -13.67
- charge = +1
- energy relative to the best compared isomer or geometry (same formula, charge and spin) (kJ/mol) = 473.1

These are the natural (NBO) partial charges, in e, on atoms 1 to 5: C -0.53; C 0.31; C 0.35; C -0.78; C -0.74

=====

(10)
The following is a quantum chemistry calculation of a 2-piece molecular cluster, C5H10N overall, from the Open Molecules 2025 dataset.

Cartesian coordinates (Å):
C: -1.76707 -0.09363 0.17080
C: -0.98757 0.82299 -0.46976
C: -0.31131 0.55211 -1.73149
C: 0.57522 1.41272 -2.27501
H: -2.04369 -1.02655 -0.39193
H: -2.23868 0.16489 1.14616
H: -0.69784 1.76170 0.03693
H: -0.53578 -0.35481 -2.28110
H: 1.03236 1.19673 -3.28160
H: 0.76070 2.41185 -1.76864
C: 1.06363 -1.32286 2.44189
N: 0.97172 -0.99675 1.18971
H: 1.87850 -1.92007 2.76262
H: 0.37830 -0.80910 3.13804
H: 0.10676 -0.67032 0.70568
H: 1.81474 -1.12887 0.60771

- electronic energy (eV) = -6828.01965
- HOMO (eV) = -12.88
- charge = +1
- energy relative to the best compared isomer or geometry (same formula, charge and spin) (kJ/mol) = 210.6

These are the natural (NBO) partial charges, in e, on atoms 1 to 5: C -0.49; C -0.18; C -0.30; C -0.31; H 0.23

=====

- What is the formula in the eighth record?
  C5H10N

=====

- Which of these has the lowest charge?
  C5H10INO2S

=====

- Look up the electronic energy of the fifth one.
  -6823.54008 eV

=====

Repeat the tenth record exactly.
The following is a quantum chemistry calculation of a 2-piece molecular cluster, C5H10N overall, from the Open Molecules 2025 dataset.

Cartesian coordinates (Å):
C: -1.76707 -0.09363 0.17080
C: -0.98757 0.82299 -0.46976
C: -0.31131 0.55211 -1.73149
C: 0.57522 1.41272 -2.27501
H: -2.04369 -1.02655 -0.39193
H: -2.23868 0.16489 1.14616
H: -0.69784 1.76170 0.03693
H: -0.53578 -0.35481 -2.28110
H: 1.03236 1.19673 -3.28160
H: 0.76070 2.41185 -1.76864
C: 1.06363 -1.32286 2.44189
N: 0.97172 -0.99675 1.18971
H: 1.87850 -1.92007 2.76262
H: 0.37830 -0.80910 3.13804
H: 0.10676 -0.67032 0.70568
H: 1.81474 -1.12887 0.60771

- electronic energy (eV) = -6828.01965
- HOMO (eV) = -12.88
- charge = +1
- energy relative to the best compared isomer or geometry (same formula, charge and spin) (kJ/mol) = 210.6

These are the natural (NBO) partial charges, in e, on atoms 1 to 5: C -0.49; C -0.18; C -0.30; C -0.31; H 0.23